# 1
{
  "formula": "C6H11NO",
  "method": "the ωB97M-V functional and the def2-TZVPD basis",
  "symbols": ["O", "N", "C", "C", "C", "C", "C", "C", "H", "H", "H", "H", "H", "H", "H", "H", "H", "H", "H"],
  "xyz": [[0.30920, 0.18431, -1.72889], [1.25486, 1.87481, 0.32318], [0.35582, 0.01508, -0.33350], [0.04980, -1.43193, 0.04493], [-1.42623, 1.59475, 0.88138], [1.76804, 0.53981, 0.26243], [-1.27788, -1.91184, -0.53373], [-0.31598, 1.10030, 0.40311], [-1.43709, 2.51391, 1.44922], [-2.10681, -1.33280, -0.12822], [1.93252, 0.04398, 1.22552], [-2.38135, 1.14341, 0.65880], [2.62762, 0.37906, -0.40071], [-1.43272, -2.96316, -0.29580], [0.86392, -2.04274, -0.34998], [-1.27472, -1.80443, -1.61598], [0.64955, 1.08229, -1.87903], [0.04962, -1.51452, 1.13343], [1.79186, 2.52972, 0.88386]],
  "atomic_forces_ev_per_a": [[-0.03, 0.22, -0.04], [-2.92, -0.89, -0.22], [2.31, -1.31, 0.61], [-0.41, 0.39, -0.51], [-0.30, 0.05, -0.04], [-1.07, -1.57, -0.99], [0.20, -0.08, 0.09], [3.31, 3.55, 0.44], [0.07, 0.06, -0.11], [-0.10, -0.02, 0.00], [0.12, 0.03, 0.05], [-0.05, -0.33, 0.18], [-0.06, 0.03, 0.08], [-0.12, -0.02, 0.03], [0.05, -0.01, 0.06], [-0.05, 0.02, -0.04], [-0.14, -0.19, -0.08], [0.06, 0.01, -0.03], [-0.87, 0.06, 0.53]],
  "lowdin_charge": [0.01, 0.01, -0.50, -0.18, 0.07, -0.20, -0.09, -0.11, 0.07, 0.07, 0.11, 0.06, 0.11, 0.07, 0.12, 0.07, 0.11, 0.12, 0.08],
  "lumo_energy_ev": 1.039,
  "e_homo_ev": -8.8,
  "charge": 0,
  "gap_ha": 0.363,
  "e_tot_ev": -9935.1232,
  "relative_energy_kcal_mol": 76.8,
  "largest_force_ev_per_a": 4.87,
  "smiles": "C=C1NC[C@@]1(O)CC"
}

# 2
{
  "formula": "C6H11NO",
  "method": "the ωB97M-V functional and the def2-TZVPD basis",
  "symbols": ["O", "N", "C", "C", "C", "C", "C", "C", "H", "H", "H", "H", "H", "H", "H", "H", "H", "H", "H"],
  "xyz": [[-0.70369, 2.79517, -0.80116], [-0.44586, -0.04868, 2.40208], [0.67974, -0.11466, -0.50469], [-0.15282, -1.33230, -0.61763], [0.50879, -0.80084, 2.65982], [-0.09451, -2.29545, -1.58799], [-1.17104, 1.58357, -0.86875], [-0.11211, 0.53258, -1.39882], [1.86109, 2.58141, 1.22878], [1.40836, 3.03997, 0.88205], [0.78162, -2.54487, -2.17057], [0.73989, -1.18927, 3.66256], [-0.99858, -2.77698, -1.95880], [0.95013, 0.23093, 0.49169], [1.20776, -1.18945, 1.88378], [-2.16983, 1.43488, -1.32841], [-0.83613, -1.44593, 0.22170], [-1.29169, 1.28140, 0.24910], [-0.16112, 0.25851, -2.44474]],
  "atomic_forces_ev_per_a": [[0.76, 0.08, -1.49], [0.95, -0.15, -0.37], [-0.50, -0.66, 0.83], [1.00, -2.10, -0.59], [-0.42, 0.23, -0.51], [-0.50, 0.60, -0.06], [-0.84, 0.71, 3.12], [0.12, 0.71, 0.46], [0.31, -0.23, 0.25], [-0.30, 0.21, -0.24], [0.14, 0.84, -0.32], [-0.25, 0.08, 0.13], [0.14, -0.59, 0.92], [-0.33, 0.56, -0.23], [0.02, 0.06, 0.11], [0.41, -0.16, -0.60], [-0.56, 0.39, -0.57], [0.00, -0.68, -0.81], [-0.14, 0.11, -0.04]],
  "lowdin_charge": [-0.10, 0.10, -0.05, -0.21, -0.22, 0.03, -0.41, 0.04, 0.02, 0.02, 0.06, 0.07, 0.06, 0.04, 0.06, 0.11, 0.10, 0.12, 0.13],
  "lumo_energy_ev": -3.428,
  "e_homo_ev": -7.6,
  "charge": 0,
  "gap_ha": 0.153,
  "e_tot_ev": -9925.8127,
  "relative_energy_kcal_mol": 291.5,
  "largest_force_ev_per_a": 3.31
}

# 3
{
  "formula": "C6H11NO",
  "method": "the ωB97M-V functional and the def2-TZVPD basis",
  "symbols": ["O", "N", "C", "C", "C", "C", "C", "C", "H", "H", "H", "H", "H", "H", "H", "H", "H", "H", "H"],
  "xyz": [[1.39125, 0.58587, -1.33142], [-1.73319, 0.23154, -1.18570], [-1.26585, -1.25626, 0.70807], [0.19000, 2.28892, 0.36858], [0.15119, 0.81043, 0.24427], [1.86375, -1.27932, 0.19721], [1.00573, -0.19069, -0.36684], [-0.79135, -0.14667, -0.20044], [-1.22702, -2.21316, 0.18359], [-0.66492, -1.34615, 1.61090], [-0.29599, 2.56395, 1.31036], [1.34091, -2.03875, 0.77575], [-0.35559, 2.80071, -0.42773], [2.36946, -1.82827, -0.59940], [2.61916, -0.84276, 0.85412], [1.22268, 2.63080, 0.32444], [-2.29858, -1.07666, 1.01281], [-1.31804, 0.86081, -1.86283], [-2.20360, -0.55434, -1.61574]],
  "atomic_forces_ev_per_a": [[0.06, -1.29, 0.13], [0.29, -0.12, 0.23], [0.59, -0.56, -0.23], [0.14, -0.08, -0.59], [-1.30, -1.09, 0.92], [0.03, -0.73, -0.03], [1.29, 1.81, -0.50], [-0.79, 1.39, 0.48], [-0.16, -0.12, 0.04], [0.01, 0.09, -0.08], [0.15, -0.07, -0.02], [-0.25, 0.18, 0.08], [-0.03, -0.03, -0.02], [0.00, 0.28, -0.12], [-0.04, 0.12, -0.14], [-0.06, 0.08, 0.19], [0.09, 0.20, -0.10], [-0.11, -0.18, -0.12], [0.09, 0.13, -0.12]],
  "lowdin_charge": [-0.01, 0.11, -0.03, -0.03, -0.14, 0.00, -0.47, -0.38, 0.08, 0.08, 0.09, 0.07, 0.08, 0.09, 0.09, 0.09, 0.09, 0.09, 0.09],
  "lumo_energy_ev": 0.505,
  "e_homo_ev": -7.7,
  "charge": 0,
  "gap_ha": 0.300,
  "e_tot_ev": -9934.5944,
  "relative_energy_kcal_mol": 89.0,
  "largest_force_ev_per_a": 2.28
}

# 4
{
  "formula": "C6H11NO",
  "method": "the ωB97M-V functional and the def2-TZVPD basis",
  "symbols": ["O", "N", "C", "C", "C", "C", "C", "C", "H", "H", "H", "H", "H", "H", "H", "H", "H", "H", "H"],
  "xyz": [[1.62996, -0.70464, -1.76020], [-0.33206, -2.42057, -0.31454], [-1.82030, 1.05312, -0.42157], [0.90708, -0.33261, -0.64566], [-1.27641, -0.21071, 0.17755], [1.13452, 0.80491, 0.09825], [-0.29199, -1.02764, -0.35426], [1.11813, 0.92458, 1.59567], [0.44286, -2.86653, -0.78395], [1.75241, 1.57434, -0.37250], [0.58769, 0.09082, 2.05027], [-2.77448, 0.85676, -0.92187], [-1.12928, 1.47848, -1.14640], [2.50285, -0.29807, -1.72131], [2.14003, 0.94560, 1.98798], [-2.02935, 1.79175, 0.35576], [0.65139, 1.86294, 1.90319], [-1.22073, -2.82617, -0.56947], [-1.99231, -0.69638, 0.84305]],
  "atomic_forces_ev_per_a": [[-0.19, 0.15, 0.02], [-0.08, -0.05, 0.04], [0.46, 0.30, 0.39], [0.41, 1.85, -0.14], [-0.42, -1.57, -0.70], [1.43, -0.88, -0.80], [-1.08, 0.24, 1.36], [-0.65, 0.21, -0.10], [-0.06, 0.02, 0.09], [0.29, -0.20, -0.07], [-0.03, 0.06, 0.06], [0.05, -0.11, 0.04], [-0.04, 0.09, 0.01], [-0.09, 0.00, 0.06], [0.01, -0.01, -0.14], [0.04, 0.15, -0.07], [-0.09, -0.05, 0.15], [0.17, 0.04, 0.00], [-0.13, -0.26, -0.20]],
  "lowdin_charge": [0.05, 0.11, -0.11, -0.32, -0.11, -0.10, -0.33, -0.10, 0.09, 0.11, 0.08, 0.07, 0.07, 0.10, 0.07, 0.07, 0.07, 0.09, 0.10],
  "lumo_energy_ev": 0.842,
  "e_homo_ev": -7.7,
  "charge": 0,
  "gap_ha": 0.312,
  "e_tot_ev": -9935.8367,
  "relative_energy_kcal_mol": 60.4,
  "largest_force_ev_per_a": 1.90,
  "smiles": "C/C=C(N)\\C(O)=C/C"
}

# 5
{
  "formula": "C6H11NO",
  "method": "the ωB97M-V functional and the def2-TZVPD basis",
  "symbols": ["O", "N", "C", "C", "C", "C", "C", "C", "H", "H", "H", "H", "H", "H", "H", "H", "H", "H", "H"],
  "xyz": [[1.94801, -2.24444, -0.19479], [0.34569, -0.77669, 0.44673], [-1.37767, 0.31873, -0.66925], [1.08621, 0.72118, -1.36511], [-0.23020, 0.09982, 1.47315], [-1.46746, 0.71161, 0.81205], [0.03853, -0.26742, -0.89220], [1.32751, -1.66189, 0.67258], [1.98940, 0.20993, -1.66538], [-2.36747, 0.32231, 1.26272], [0.51469, 0.83983, 1.77314], [1.38752, 1.43969, -0.59511], [0.73054, 1.29351, -2.22145], [-1.55511, 1.11300, -1.38884], [-2.08812, -0.46579, -0.92877], [-0.41627, -0.47846, 2.36912], [-1.42769, 1.78753, 0.91586], [1.55567, -1.83192, 1.74106], [0.00623, -1.13052, -1.54550]],
  "atomic_forces_ev_per_a": [[0.03, -0.07, -0.16], [-0.27, 0.47, 0.11], [0.44, -0.56, -0.69], [0.13, 0.41, -0.09], [0.74, -0.46, -0.04], [0.46, 0.04, -0.24], [-0.38, -0.13, 0.67], [0.36, -0.18, 0.08], [0.23, -0.26, -0.07], [-0.30, 0.08, 0.12], [-0.11, 0.33, -0.13], [-0.27, -0.06, 0.06], [-0.07, -0.02, -0.06], [-0.08, 0.33, 0.19], [-0.12, -0.01, 0.23], [-0.34, -0.17, 0.16], [-0.24, 0.23, 0.16], [-0.22, 0.05, 0.01], [0.02, -0.03, -0.32]],
  "lowdin_charge": [0.02, -0.08, -0.13, -0.04, -0.15, -0.14, -0.32, -0.34, 0.07, 0.10, 0.11, 0.09, 0.08, 0.11, 0.11, 0.11, 0.10, 0.14, 0.14],
  "lumo_energy_ev": 0.922,
  "e_homo_ev": -9.2,
  "charge": 0,
  "gap_ha": 0.373,
  "e_tot_ev": -9938.2324,
  "relative_energy_kcal_mol": 5.1,
  "largest_force_ev_per_a": 0.99,
  "smiles": "C[C@@H]1CCCN1C=O"
}

# 6
{
  "formula": "C6H11NO",
  "method": "the ωB97M-V functional and the def2-TZVPD basis",
  "symbols": ["O", "N", "C", "C", "C", "C", "C", "C", "H", "H", "H", "H", "H", "H", "H", "H", "H", "H", "H"],
  "xyz": [[-0.21877, 2.54163, 1.29824], [-0.56232, 1.53297, -1.80912], [-0.08502, -1.52675, 1.27006], [0.37774, 1.34756, -0.70534], [-0.40550, 1.59933, 0.56659], [1.08568, -0.74214, 0.70837], [0.84678, -0.13446, -0.67247], [-1.26622, -1.89442, 0.79668], [1.26703, 1.96533, -0.79673], [1.73132, -1.62816, 0.74417], [-1.46690, -1.64521, -0.24492], [1.60993, -0.36219, -1.41762], [0.06845, -0.76975, -1.11675], [0.10143, -1.82418, 2.30584], [-0.88409, 0.66402, -2.19224], [-2.13047, -2.23505, 1.34319], [1.32503, 0.02101, 1.44834], [-0.26450, 2.24643, -2.44394], [-1.12961, 0.84403, 0.91765]],
  "atomic_forces_ev_per_a": [[0.07, 0.17, -0.26], [0.29, 0.47, 0.81], [-0.88, 0.06, 1.72], [-0.39, -1.86, -0.19], [0.56, 0.73, 1.06], [-1.00, -1.22, -0.20], [-0.54, -1.02, -0.57], [0.21, 1.10, -1.47], [-0.23, 0.48, 0.22], [1.26, 0.93, -0.38], [-0.32, -0.03, 0.07], [0.67, 0.58, 0.37], [-0.39, 0.38, 0.13], [0.05, 0.22, -0.01], [0.09, 0.10, -0.52], [0.39, -0.60, 0.35], [0.51, -0.25, 0.09], [-0.18, -0.12, -0.50], [-0.18, -0.13, -0.71]],
  "lowdin_charge": [0.05, 0.06, -0.21, -0.34, -0.24, -0.19, -0.16, -0.01, 0.15, 0.12, 0.05, 0.11, 0.08, 0.10, 0.06, 0.06, 0.12, 0.07, 0.12],
  "lumo_energy_ev": 1.002,
  "e_homo_ev": -9.1,
  "charge": 0,
  "gap_ha": 0.370,
  "e_tot_ev": -9935.9499,
  "relative_energy_kcal_mol": 57.8,
  "largest_force_ev_per_a": 1.93,
  "smiles": "C=CCC[C@@H](N)C=O"
}

# 7
{
  "formula": "C6H11NO",
  "method": "the ωB97M-V functional and the def2-TZVPD basis",
  "symbols": ["O", "N", "C", "C", "C", "C", "C", "C", "H", "H", "H", "H", "H", "H", "H", "H", "H", "H", "H"],
  "xyz": [[-0.84891, -0.92229, 0.47358], [-1.22791, 1.32169, -0.02206], [-0.67567, 0.22210, -0.42117], [1.42038, 0.24833, -0.04580], [-1.18759, -0.64287, 1.82298], [1.94848, 1.42798, -0.25260], [1.59767, -1.00812, 0.42641], [-0.82819, -0.29820, -1.84096], [-1.73492, -0.89422, -1.92669], [1.97655, -1.21051, 1.41861], [-0.43440, -1.09551, 2.47149], [1.37025, -1.88121, -0.16765], [-1.45857, 1.94813, -0.78706], [-0.84519, 0.52397, -2.55490], [-1.23171, 0.37028, 2.22990], [-2.16607, -1.06587, 2.04257], [2.96692, 1.56763, -0.58737], [0.01496, -0.93294, -2.11313], [1.34392, 2.32165, -0.16616]],
  "atomic_forces_ev_per_a": [[-0.30, 2.00, -0.84], [1.16, -0.98, -0.02], [-4.99, -0.75, 1.26], [3.07, -2.07, 1.58], [0.10, -0.27, 0.99], [-0.71, 0.71, -0.29], [0.30, 1.50, -1.55], [1.30, 0.00, -0.03], [-0.03, 0.12, 0.23], [-0.10, 0.30, 0.13], [-0.03, -0.49, -0.10], [-0.29, 0.00, 0.02], [0.48, 0.01, -0.14], [-0.06, 0.06, 0.10], [0.09, 0.37, -1.16], [-0.01, -0.26, -0.06], [0.15, -0.20, 0.15], [-0.02, -0.12, -0.04], [-0.13, 0.07, -0.21]],
  "lowdin_charge": [-0.20, 0.15, -0.51, -0.21, -0.11, 0.02, 0.05, -0.01, 0.09, 0.08, 0.07, 0.07, 0.06, 0.08, 0.08, 0.08, 0.06, 0.08, 0.06],
  "lumo_energy_ev": -0.003,
  "e_homo_ev": -8.9,
  "charge": 0,
  "gap_ha": 0.326,
  "e_tot_ev": -9933.3607,
  "relative_energy_kcal_mol": 117.5,
  "largest_force_ev_per_a": 5.20,
  "smiles": "[H]/N=C(\\C)OC.C=C=C"
}

# 8
{
  "formula": "C6H11NO",
  "method": "the ωB97M-V functional and the def2-TZVPD basis",
  "symbols": ["O", "N", "C", "C", "C", "C", "C", "C", "H", "H", "H", "H", "H", "H", "H", "H", "H", "H", "H"],
  "xyz": [[-0.82764, -3.89156, 0.55858], [1.19962, 1.06572, 0.89031], [-0.98058, 1.19843, 0.81102], [0.10380, 1.43787, 1.62039], [-1.47082, 0.12694, -1.43294], [-0.55865, 0.67424, -0.42448], [0.83965, 0.62448, -0.34692], [1.88880, 0.23024, -1.33094], [-1.56028, 0.67084, -2.40891], [-1.27363, -3.33286, 1.20540], [2.13715, 1.08380, 1.27881], [-2.50494, 0.32058, -1.14451], [-0.72137, -3.47335, -0.28308], [-2.00739, 1.31317, 1.12574], [1.40655, -0.01632, -2.27371], [2.70459, 0.94436, -1.46080], [-1.25048, -0.84119, -1.88413], [2.47309, -0.67244, -1.08385], [0.15128, 1.80764, 2.62859]],
  "atomic_forces_ev_per_a": [[0.08, -1.03, 1.00], [0.48, 0.46, 0.88], [-0.52, 0.15, 0.95], [-0.40, -0.30, -0.67], [-0.97, 1.14, -2.64], [1.82, -0.19, 0.46], [-0.25, -0.16, -0.22], [0.34, -0.91, -0.12], [0.82, 0.44, 0.57], [0.13, 0.26, -0.63], [-0.33, 0.00, -0.49], [-0.06, -1.01, 0.50], [-0.20, 0.81, -0.37], [-0.02, 0.10, -0.09], [0.15, 0.32, -0.23], [-0.47, 0.52, -0.22], [-0.23, -0.51, 0.96], [-0.54, -0.07, 0.37], [0.16, 0.00, 0.00]],
  "lowdin_charge": [-0.05, 0.04, -0.08, -0.12, -0.07, -0.26, -0.28, -0.03, 0.08, 0.04, 0.16, 0.07, 0.01, 0.10, 0.07, 0.07, 0.07, 0.08, 0.10],
  "lumo_energy_ev": 0.799,
  "e_homo_ev": -7.8,
  "charge": 0,
  "gap_ha": 0.317,
  "e_tot_ev": -9937.4632,
  "relative_energy_kcal_mol": 22.9,
  "largest_force_ev_per_a": 3.04,
  "smiles": "Cc1cc[nH]c1C.O"
}